The following is a DFT calculation (wB97M-V/def2-TZVPD) of 2 unconnected molecules or ions with the total composition C4H12IN2 at a distorted geometry.

Output
⟨S²⟩	2.01
net charge	+1
calculated total energy	-566.3311	a.u.
lowest unoccupied orbital energy (spin up / spin down)	-4.368 / -6.483	eV
energy relative to the best compared isomer or geometry (same formula, charge and spin)	33.4	kcal per mole
HOMO (spin up / spin down)	-11.385 / -14.215	eV
frontier orbital gap (spin up / spin down)	7.02 / 7.73	eV
2S+1	3

Last column: Löwdin charge in e.
CARTESIAN COORDINATES (ANGSTROEM)
C: 1.766 -1.264 0.890  -0.095
C: 0.745 -1.725 -0.157  -0.263
C: -0.527 -0.886 -0.206  -0.231
C: -0.266 0.570 -0.391  -0.237
N: -2.289 1.314 -0.677  -0.399
N: 0.019 1.652 0.594  0.173
I: -2.259 3.314 -1.146  0.952
H: 2.467 -0.449 0.565  0.077
H: 1.038 -0.772 1.629  0.078
H: 2.387 -2.138 1.361  0.119
H: 1.053 -1.646 -1.158  0.082
H: 0.517 -2.842 -0.122  0.142
H: -1.066 -0.943 0.691  0.093
H: -1.285 -1.135 -0.999  0.138
H: 0.166 0.725 -1.314  0.099
H: -2.639 0.875 -1.547  -0.020
H: 1.031 1.589 0.648  0.156
H: -0.393 2.397 -0.063  -0.006
H: -0.466 1.363 1.403  0.142